No. 1
{"formula": "C33H39BrClN3O5P2Pt", "method": "ωB97M-V/def2-TZVPD", "species": ["Pt", "C", "P", "C", "N", "C", "C", "C", "C", "C", "C", "N", "C", "P", "C", "C", "C", "C", "C", "C", "C", "C", "C", "H", "H", "H", "H", "H", "H", "H", "H", "H", "H", "H", "H", "H", "H", "H", "H", "H", "H", "H", "H", "H", "H", "H", "H", "H", "H", "H", "H", "Br", "C", "C", "C", "C", "C", "N", "C", "O", "O", "H", "H", "H", "C", "C", "C", "C", "Cl", "C", "C", "C", "O", "C", "C", "O", "O", "H", "H", "H", "H", "H", "H", "H", "H"], "coordinates": [[0.26557, -0.11637, 0.30229], [-0.59007, 1.61340, -2.51803], [-0.16785, -0.03723, -1.89827], [-1.81118, -0.83909, -2.12922], [-2.45350, -0.68736, -3.25904], [-3.65934, -1.29674, -3.37172], [-4.39473, -1.17213, -4.57539], [-5.60317, -1.78990, -4.69530], [-6.13669, -2.55359, -3.62631], [-5.45233, -2.68528, -2.45576], [-4.19264, -2.05636, -2.30533], [-3.52207, -2.17568, -1.13301], [-2.35859, -1.58174, -1.05340], [-1.42928, -1.57276, 0.52306], [-2.71724, -1.07846, 1.69048], [-1.04877, -3.34440, 0.91996], [-0.19127, -3.37339, 2.18843], [-2.32917, -4.14983, 1.15979], [-0.26292, -3.95014, -0.24165], [0.94938, -0.94037, -3.12188], [0.24638, -2.18333, -3.68306], [1.29904, -0.01106, -4.28755], [2.22587, -1.40099, -2.41217], [-1.12880, 1.52189, -3.45953], [0.30962, 2.20688, -2.63673], [-1.23598, 2.07509, -1.76947], [-3.96671, -0.58215, -5.37476], [-6.16816, -1.69876, -5.61350], [-7.09988, -3.03140, -3.74662], [-5.83986, -3.25596, -1.62240], [-3.60277, -1.68841, 1.52072], [-2.93402, -0.02270, 1.53340], [-2.37620, -1.19029, 2.71984], [-0.65337, -2.82951, 3.01573], [0.79760, -2.95898, 2.00480], [-0.06818, -4.41273, 2.50257], [-2.85633, -3.81213, 2.05224], [-2.05181, -5.19530, 1.31647], [-3.01327, -4.09779, 0.31419], [0.62728, -3.35955, -0.46646], [-0.87589, -4.02742, -1.14209], [0.05932, -4.95859, 0.02849], [-0.60478, -1.92736, -4.31141], [-0.09100, -2.86036, -2.89632], [0.96918, -2.72687, -4.29575], [0.40665, 0.29538, -4.83617], [1.93991, -0.56124, -4.98157], [1.83757, 0.87060, -3.94926], [2.00109, -2.09515, -1.60146], [2.78086, -0.56143, -2.00507], [2.85379, -1.91951, -3.14182], [3.13941, -1.54917, 1.36399], [2.08566, -0.77233, 2.72720], [2.57052, -0.81113, 4.01827], [1.78932, -0.25699, 5.02047], [0.58761, 0.33255, 4.68519], [0.19032, 0.36483, 3.35703], [0.91874, -0.22193, 2.39302], [-1.08339, 1.15015, 2.96726], [-1.87899, 1.32857, 3.89164], [-1.14496, 1.48655, 1.76200], [3.52866, -1.26506, 4.21958], [2.13177, -0.27700, 6.04703], [-0.06779, 0.79720, 5.40719], [1.77048, 3.30403, 3.25253], [2.51308, 4.49211, 2.71665], [2.35098, 5.76431, 3.24593], [3.03119, 6.84475, 2.70535], [2.79645, 8.42982, 3.38950], [3.88792, 6.68583, 1.63400], [4.06772, 5.41602, 1.10213], [3.38504, 4.33454, 1.63707], [3.56625, 3.05875, 1.17152], [3.47833, 2.85228, -0.22147], [2.41224, 1.82898, -0.60183], [2.27421, 1.57893, -1.79803], [1.75075, 1.32512, 0.36297], [1.06843, 3.60003, 4.03136], [2.46594, 2.56837, 3.66371], [1.22103, 2.80950, 2.45036], [1.67492, 5.91853, 4.07691], [4.41518, 7.53704, 1.22674], [4.75345, 5.26838, 0.27766], [4.43209, 2.48584, -0.60847], [3.23617, 3.77712, -0.74945]], "mol_weight_g_mol": 930.07, "largest_force_ha_per_bohr": 0.003, "e_tot_ha": -5657.75068, "charge": 0, "relative_energy_kj_mol": 0.00}


No. 2
{"formula": "C12H22FNO9", "method": "ωB97M-V/def2-TZVPD", "species": ["N", "H", "H", "H", "H", "F", "C", "C", "C", "O", "C", "O", "O", "H", "H", "H", "H", "H", "H", "C", "C", "C", "O", "C", "O", "O", "H", "H", "H", "H", "H", "H", "C", "C", "C", "O", "C", "O", "O", "H", "H", "H", "H", "H", "H"], "coordinates": [[-2.02111, -2.86709, -2.25536], [-2.29311, -3.29709, -1.26036], [-2.12311, -3.53409, -3.12736], [-1.28011, -2.53209, -2.52236], [-2.49211, -1.97209, -2.37036], [-0.84511, -0.63709, -0.75836], [-4.78411, 0.10391, 3.03464], [-3.29511, -0.14809, 2.70564], [-2.60211, 0.93791, 1.95064], [-1.49411, 1.32991, 2.70464], [-1.48911, 0.59291, 3.80264], [-0.61611, 0.77191, 4.69664], [-2.55211, -0.20409, 3.88364], [-5.32111, -0.43909, 3.66564], [-5.29511, 0.24491, 2.03164], [-4.76211, 1.17091, 3.35364], [-3.10511, -1.09609, 2.15664], [-3.47211, 1.67391, 1.50164], [-2.40411, 0.65291, 0.76064], [1.97189, 0.90591, 0.32364], [1.37889, 1.24791, 1.77564], [2.17589, 0.70191, 2.86564], [1.87589, 1.74491, 3.85664], [1.61289, 2.85491, 3.22064], [1.64189, 3.93791, 3.64364], [1.45989, 2.66491, 1.88364], [1.11689, 1.57591, -0.29536], [1.93389, -0.03409, 0.17364], [2.80389, 1.38591, 0.28464], [0.32389, 1.10791, 1.71864], [3.20589, 0.82491, 2.61664], [2.01989, -0.37809, 3.21464], [1.33089, -1.59009, -4.98636], [1.96789, -0.43209, -4.20936], [1.77689, -0.43609, -2.56436], [3.09489, -0.36909, -2.17036], [3.95389, -0.18109, -3.15836], [5.23489, -0.28109, -3.02536], [3.35989, -0.28509, -4.32636], [1.58489, -2.50709, -4.34736], [1.70089, -1.45709, -5.96236], [0.33689, -1.43209, -5.14336], [1.74989, 0.61891, -4.64436], [1.43189, -1.27209, -2.37036], [1.20189, 0.33091, -2.32836]], "mol_weight_g_mol": 343.30, "largest_force_ha_per_bohr": 0.252, "e_tot_ha": -1301.91649, "charge": 0, "relative_energy_kj_mol": 404.94}


No. 3
{"formula": "C4H3ClO", "method": "ωB97M-V/def2-TZVPD", "species": ["Cl", "C", "C", "C", "O", "C", "H", "H", "H"], "coordinates": [[1.10940, 0.08982, 2.52447], [0.10192, -0.04142, 1.08437], [0.70221, -0.63171, -0.16235], [-0.13889, -0.29968, -1.18450], [-1.09611, 0.56215, -0.89071], [-0.81784, 0.80599, 0.46138], [1.72891, -0.93321, -0.49238], [-0.00296, -0.93320, -2.08084], [-1.58663, 1.38127, 0.74056]], "mol_weight_g_mol": 102.52, "largest_force_ha_per_bohr": 0.091, "e_tot_ha": -689.55714, "charge": 0, "relative_energy_kj_mol": 177.75}


No. 4
{"formula": "C3H4N2O", "method": "ωB97M-V/def2-TZVPD", "species": ["N", "C", "C", "O", "H", "C", "N", "H", "H", "H"], "coordinates": [[0.97079, 1.95675, -0.00628], [1.52676, 0.84639, -0.08321], [1.66790, -0.42553, -0.01954], [2.25901, -1.41236, 0.27033], [-0.01075, 2.07333, -0.03376], [-1.25675, -0.89559, -0.34194], [-1.61119, 0.19635, 0.09300], [-1.03059, -1.74250, 0.29190], [-0.76534, -0.77699, -1.30884], [-1.74983, 0.18014, 1.13832]], "mol_weight_g_mol": 84.08, "largest_force_ha_per_bohr": 0.084, "e_tot_ha": -301.30653, "charge": 0, "relative_energy_kj_mol": 474.43}